ORCA calculation (wB97M-V/def2-TZVPD) on a 2-piece molecular cluster, C37H42F8O7 overall in a non-equilibrium geometry.

Summary:
LUMO energy: -1.09 eV
orbital gap: 7.9 eV
charge: 0

Each line ends with the Löwdin charge.
Element x y z (Å)
H 0.665 -3.467 1.160  0.10
O 0.694 0.134 4.430  0.15
H 6.961 0.419 0.989  0.08
C 2.230 0.636 -2.828  -0.10
H 6.839 -1.502 -0.575  0.12
C -0.490 -0.024 2.390  0.00
H -0.006 -5.062 1.511  0.11
C 7.748 0.253 0.254  -0.06
H -3.713 -0.787 -2.340  0.10
F -3.335 1.139 -3.902  0.17
H -7.822 -1.636 0.311  0.10
C -7.012 -1.197 0.873  -0.07
C -1.595 -1.123 -2.473  -0.06
C -1.517 -3.528 1.359  -0.29
C 7.526 1.692 -2.735  0.02
C -3.185 -1.840 -0.502  -0.09
H -0.222 -3.462 -1.066  0.05
C -2.160 0.210 0.617  -0.09
C -6.708 -1.676 2.144  -0.08
H -2.806 -4.727 2.691  0.08
H 8.115 1.232 -0.055  0.07
H 7.618 2.583 -2.116  0.10
C -6.243 -0.171 0.328  -0.04
H -6.485 0.177 -0.668  0.12
H -1.140 -4.466 3.271  0.07
C 2.341 2.673 -1.648  -0.21
C 1.437 4.006 0.323  -0.16
F 2.190 3.463 4.267  0.14
C -1.163 2.234 1.775  -0.27
F -1.615 1.436 -5.148  0.17
H 8.567 -0.285 0.732  0.08
C 7.210 -0.538 -0.920  -0.23
H -3.218 -2.911 -0.393  0.10
C -2.018 0.959 -3.962  -0.56
C -3.005 1.148 -0.224  -0.03
H -3.248 -2.447 -2.554  0.12
C 1.541 2.622 -0.320  -0.16
C 6.185 1.053 -2.466  -0.51
H -2.532 2.106 -0.385  0.12
H -7.267 -2.483 2.594  0.10
O -2.070 3.018 1.698  0.16
C -0.153 -4.144 0.946  -0.20
H 2.459 4.293 0.564  0.11
C -5.647 -1.115 2.855  -0.07
H -1.155 -0.345 -1.850  0.12
H 3.315 0.622 -2.696  0.05
C -1.288 0.771 1.560  -0.03
C 0.953 1.966 2.955  0.03
H -2.279 -3.176 3.386  0.08
C 0.201 2.730 2.161  -0.07
H 1.094 4.734 -0.408  0.11
C 0.578 4.067 1.621  -0.10
F -2.631 -1.183 -4.606  0.10
H -1.022 -5.022 -0.844  0.08
O 6.079 0.101 -1.521  0.00
C -0.590 -1.407 2.280  -0.18
O -4.865 2.543 0.236  0.14
C 0.423 0.637 3.372  -0.26
C -2.996 -1.537 -2.018  -0.14
C 2.312 2.394 3.451  -0.57
H 1.044 -1.859 3.157  0.12
O 0.151 -2.216 3.101  0.06
O 5.186 1.416 -3.028  0.09
C -1.988 -4.017 2.763  -0.03
H 7.556 1.984 -3.781  0.09
H -5.405 -1.479 3.844  0.10
C -5.172 0.379 1.037  -0.17
H 3.347 2.298 -1.468  0.11
C -0.159 -4.423 -0.559  -0.08
C -2.249 -1.198 0.499  -0.08
H 2.064 1.940 0.343  0.10
C -4.872 -0.093 2.313  -0.02
O 1.694 1.937 -2.659  -0.18
H -2.238 -3.912 0.654  0.10
H 0.546 2.242 -0.561  0.12
H -0.908 -1.964 -2.496  0.12
F -0.513 -0.766 -4.563  0.13
H 0.734 -4.956 -0.879  0.07
H 2.034 0.312 -3.848  0.08
H 7.977 -0.747 -1.666  0.11
C -1.655 -0.549 -3.888  -0.43
F 2.936 1.451 4.148  0.17
F -1.424 1.673 -3.020  0.18
H 1.738 -0.081 -2.159  0.08
H -0.317 4.654 1.444  0.12
H -4.181 -1.488 -0.251  0.10
H 1.144 4.623 2.362  0.12
H -4.030 0.337 2.835  0.12
H 8.375 1.038 -2.555  0.07
C -1.465 -2.004 1.352  -0.04
H 2.414 3.717 -1.954  0.12
C -4.381 1.455 0.354  -0.34
H -3.195 0.746 -1.215  0.10
F 3.133 2.759 2.458  0.16

ORCA calculation (wB97M-V/def2-TZVPD) on C23H28F9O3Sc as an isolated structure in a non-equilibrium geometry.

Summary:
LUMO energy: 0.22 eV
orbital gap: 5.5 eV
charge: 0

Each line ends with the Löwdin charge.
Element x y z (Å)
C 0.209 -0.273 -7.482  -0.20
F -0.261 -1.991 5.696  0.16
C -0.015 0.568 -4.785  -0.10
C 1.085 2.368 -0.399  -0.17
H 2.558 -1.773 -8.730  0.11
F 2.282 -0.421 3.877  0.15
H -2.039 -0.620 2.259  0.14
F 0.653 -2.506 3.756  0.16
H 2.233 2.042 -2.312  0.10
H -2.799 0.717 -4.870  0.10
C 1.448 -2.192 -6.931  -0.17
F -1.106 0.687 6.002  0.15
H -1.544 2.230 -2.150  0.08
C 0.558 -0.930 -8.820  -0.15
H 0.413 3.203 -0.618  0.12
C -1.548 -1.163 -0.447  -0.21
C 1.536 -2.058 -8.461  -0.15
H 0.604 0.754 -7.452  0.12
C -2.356 0.181 -4.017  0.01
H -1.619 1.815 1.118  0.12
C 2.217 0.738 0.783  -0.16
C -0.094 -0.264 4.026  -0.15
C -1.008 0.763 -3.651  -0.53
H 1.707 -0.049 -3.558  0.12
H -0.361 -2.376 1.032  0.10
H -2.216 -0.866 -4.317  0.11
H 1.276 -3.008 -8.921  0.11
H -1.541 2.827 -3.823  0.10
H 0.990 -0.182 -9.486  0.11
H 0.786 2.103 1.807  0.10
H 2.420 -2.304 -6.438  0.12
O 0.009 -0.036 2.618  -0.05
F -1.511 -2.212 3.901  0.15
F -2.457 0.119 4.359  0.15
H 3.517 0.083 -0.916  0.10
H -0.360 -1.342 -9.255  0.11
C 1.245 1.768 0.890  -0.17
C -0.815 -1.437 0.713  -0.17
H -3.059 0.224 -3.177  0.08
H -2.556 0.752 -1.146  0.09
C 0.704 -0.387 -3.860  -0.10
H -0.890 -0.198 -7.411  0.12
O -0.272 -0.174 -2.775  -0.18
C -1.117 -0.338 1.712  -0.33
C -1.222 0.616 4.645  -0.48
C -1.942 0.241 -0.408  -0.21
H -1.821 -1.862 -1.238  0.11
H -0.008 2.544 -2.992  0.08
H 0.690 -1.439 -4.128  0.12
C -0.307 -1.766 4.359  -0.48
Sc 0.407 0.134 -0.591  0.95
H 0.584 1.422 -5.121  0.14
F 1.421 1.548 4.262  0.16
H 2.569 0.121 1.612  0.10
H -0.622 0.179 -5.588  0.07
H 0.846 -3.069 -6.666  0.12
C 2.019 1.741 -1.288  -0.19
F 1.471 0.045 5.867  0.17
O 0.786 -1.035 -6.383  -0.22
F -1.163 1.866 4.137  0.16
C 1.291 0.228 4.544  -0.49
C -1.028 2.166 -3.114  -0.01
C 2.718 0.718 -0.553  -0.16
C -1.484 0.786 0.787  -0.15

ORCA calculation (wB97M-V/def2-TZVPD) on an isolated molecule of C6H9N in a non-equilibrium geometry.

Summary:
LUMO energy (spin up / spin down): 0.47 / 0.89 eV
energy relative to the best compared isomer or geometry (same formula, charge and spin): 473.9 kJ/mol
orbital gap (spin up / spin down): 7.3 / 8.8 eV
charge: 0

Each line ends with the Löwdin charge.
Element x y z (Å)
C 0.763 0.701 -0.055  -0.34
H -2.865 0.507 -0.153  0.10
H 1.058 -0.435 1.837  0.05
H 1.493 -0.590 -1.691  0.12
H 1.327 1.588 -0.387  0.13
H -0.234 -2.412 -0.150  0.11
H -1.596 0.082 1.169  0.10
N -1.117 -0.589 -0.809  -0.06
H 0.668 1.344 2.054  0.06
C 1.207 -0.673 -0.633  -0.16
C -0.076 -1.363 -0.380  -0.11
C -1.840 0.271 0.119  -0.06
C -0.686 0.772 -0.691  -0.21
H -0.849 1.436 -1.536  0.14
H 2.040 -1.121 -0.081  0.11
C 0.707 0.481 1.387  0.03

ORCA calculation (wB97M-V/def2-TZVPD) on an isolated molecule of C22H45IN2O3P2S in a non-equilibrium geometry.

Summary:
LUMO energy: 0.21 eV
energy relative to the best compared isomer or geometry (same formula, charge and spin): 0.0 kJ/mol
orbital gap: 8.7 eV
charge: 0

Each line ends with the Löwdin charge.
Element x y z (Å)
H 4.116 2.527 -2.549  0.02
C 1.155 -1.208 -1.640  -0.19
H -2.598 -2.660 1.124  0.10
H 1.128 -1.984 0.530  0.09
H -1.517 4.819 -1.600  0.07
C 3.948 0.118 -1.533  -0.63
H -5.732 -0.610 1.967  0.10
H 1.557 -2.192 -1.380  0.09
H 0.715 -1.306 4.298  0.07
H 3.111 -0.327 2.238  0.01
N 1.116 -1.008 0.786  -0.02
H -1.356 0.726 -0.631  0.12
H -2.632 2.393 -1.602  0.11
C -4.395 -1.611 0.591  -0.22
C -2.422 4.492 -1.085  -0.05
C -0.661 1.406 -0.123  -0.20
H -0.286 -2.017 -2.974  0.12
C 0.335 0.266 2.826  -0.23
C 0.767 1.151 -0.596  -0.40
H 6.049 0.432 -1.866  0.06
C 2.868 1.583 0.242  -0.51
H 1.239 0.914 -3.224  -0.02
H -4.764 -1.867 2.701  0.10
C -3.723 0.002 2.460  -0.10
H -2.927 2.739 0.102  0.12
H -0.613 -2.867 -0.487  0.13
H 0.623 0.311 4.988  0.07
C 2.992 0.166 -0.309  -0.38
H 3.373 -2.059 0.875  -0.01
H 5.704 -0.121 1.990  -0.02
H -2.943 -4.551 -0.573  0.11
C 5.221 0.983 -1.422  -0.32
H -3.841 -0.843 0.033  0.10
C 5.096 2.354 -2.105  -0.09
H -3.968 0.996 2.078  0.07
H 0.976 1.039 2.394  0.10
I 4.547 -1.920 -2.036  0.90
C 1.449 -0.264 -0.460  -0.32
C -1.197 -2.119 -1.036  -0.22
H -2.103 -3.426 -2.487  0.11
H -3.006 -1.963 -2.159  0.12
N 5.375 -0.645 1.188  -0.27
H -1.559 -1.393 -0.303  0.07
H -0.749 1.271 0.955  0.11
C 0.051 -0.808 1.767  -0.22
H 5.475 1.087 -0.372  0.07
H -0.036 -1.773 2.276  0.13
H -3.691 0.075 3.549  0.07
P 3.823 -0.762 1.120  0.76
H -3.269 4.669 -1.751  0.08
H -0.656 1.758 -2.683  -0.01
O 3.694 2.224 0.780  0.16
S 1.431 3.663 -2.663  0.23
H -0.928 -0.653 1.302  0.05
H -2.554 5.097 -0.188  0.08
C 0.970 -0.257 4.123  -0.09
P 0.704 1.900 -2.386  0.47
H -0.766 -0.464 -2.355  0.08
H 1.724 -0.899 -2.510  0.05
O -0.941 2.742 -0.462  -0.21
O 1.596 2.020 0.166  0.02
C -2.423 -2.760 -1.680  -0.20
H 3.399 0.397 -2.432  0.05
H -2.711 -0.249 2.122  0.04
C -3.559 -2.888 0.646  -0.22
C -0.304 -1.413 -2.060  -0.18
C -3.333 -3.539 -0.718  -0.20
C -2.303 3.018 -0.756  -0.26
H 5.828 2.450 -2.910  0.07
H 5.263 3.165 -1.395  0.08
C -4.730 -1.045 1.977  -0.25
H -0.610 0.764 3.070  0.10
H -4.054 -3.606 1.309  0.11
H 2.058 -0.175 4.112  0.05
H -4.311 -3.653 -1.201  0.11
H -5.306 -1.811 0.018  0.11

ORCA calculation (wB97M-V/def2-TZVPD) on a 2-piece molecular cluster, C4H12NO3 overall in a non-equilibrium geometry.

Summary:
LUMO energy: 3.76 eV
energy relative to the best compared isomer or geometry (same formula, charge and spin): 68.3 kJ/mol
orbital gap: 7.3 eV
charge: -1

Each line ends with the Löwdin charge.
Element x y z (Å)
H 0.292 -0.878 -2.509  0.11
H -0.215 -1.630 0.096  0.11
C -0.299 -1.594 -1.957  -0.32
H -0.319 -0.812 2.131  0.07
H -0.585 0.854 -1.316  0.11
H -2.199 -1.535 -2.094  0.06
C -0.846 0.812 0.868  -0.19
H 1.777 1.548 1.147  -0.04
H 0.854 0.443 -0.431  0.09
H -1.846 0.393 0.851  0.09
C -0.226 0.318 -0.438  -0.24
H -0.783 1.887 0.879  0.10
H 3.227 2.081 0.596  -0.02
C -0.026 0.256 2.062  -0.46
H 0.170 -2.577 -1.889  0.11
N -0.613 -1.094 -0.672  -0.06
O 2.285 2.143 0.440  -0.20
O 1.320 0.456 1.974  -0.31
H -0.459 0.700 2.987  0.08
O -1.509 -1.771 -2.727  -0.10